Molecular formula: C5H9N
Method: DFT, the ωB97M-V functional and the def2-TZVPD basis

The geometry in XYZ format:
```
15
Properties=species:S:1:pos:R:3:forces:R:3:lowdin_charge:R:1
N 3.5378 -1.3138 0.0928 -0.7409 0.7566 -0.2580 0.13
C -2.0804 -0.2320 0.5143 -0.1162 -0.0410 0.0298 -0.12
C 1.6237 0.4070 -0.4136 -0.0085 0.0530 -0.0057 -0.18
C 0.2631 -0.2892 -0.2370 -0.0208 -0.0932 0.0263 -0.23
C -0.9262 0.6336 0.0196 0.0071 0.0117 -0.0171 -0.27
C 2.7172 -0.5349 -0.1474 0.6866 -0.6295 0.1717 -0.24
H 1.7241 1.2500 0.2808 -0.0273 -0.1704 -0.0406 0.12
H 0.0592 -0.9304 -1.1031 0.0769 0.0926 0.0882 0.12
H -2.4891 -0.8217 -0.3135 -0.0040 0.0546 0.1427 0.08
H -2.8899 0.3579 0.9517 0.0688 -0.0972 -0.0653 0.07
H -1.2434 1.1752 -0.8799 0.2170 -0.0221 0.0722 0.11
H 0.3085 -0.9685 0.6253 0.2621 0.1595 -0.1757 0.11
H 1.7539 0.8173 -1.4215 -0.0813 -0.0853 0.1360 0.12
H -0.6551 1.3907 0.7688 -0.0503 -0.1784 -0.0795 0.11
H -1.7034 -0.9412 1.2628 -0.2691 0.1891 -0.0249 0.07
```
Positions in Å, forces in eV/Å.

Values from the calculation:
E_LUMO: 0.906 eV
SMILES string: CCCCC#N
multiplicity: 1
E_tot: -6820.7911 eV
HOMO level: -11.470 eV
energy above the lowest of the compared OMol25 structures with the same formula, charge and spin: 0.2038 eV